i | Below is a single H4NO2PS molecule, with properties calculated with ωB97M-V/def2-TZVPD.

Structure (XYZ):
```
9
Properties=species:S:1:pos:R:3:lowdin_charge:R:1
N 0.374 1.176 0.967 -0.099
S -0.310 0.276 -0.306 0.365
O -0.162 1.144 -1.527 -0.410
O -1.569 -0.342 0.095 -0.419
P 1.022 -1.403 -0.435 0.709
H 0.466 2.092 0.638 0.033
H -0.137 0.968 1.790 0.046
H 0.319 -1.761 -1.552 -0.148
H -0.003 -2.150 0.331 -0.078
```

Properties
Orbital gap in eV: 10.973
HOMO in eV: -10.333
Spin multiplicity: 1
LUMO in eV: 0.64



ii | Below is 2 unconnected molecules or ions with the total composition H4NO2PS, with properties calculated with ωB97M-V/def2-TZVPD.

Structure (XYZ):
```
9
Properties=species:S:1:pos:R:3:lowdin_charge:R:1
O -1.938 0.950 -0.373 -0.522
S -0.543 1.257 -0.347 0.689
P 0.340 1.039 1.604 0.684
O -0.146 2.451 0.821 -0.755
H 1.701 0.961 1.205 -0.126
N 0.036 -1.426 -0.750 -0.036
H 0.936 -1.334 -0.340 -0.016
H 0.097 -1.910 -1.705 0.073
H -0.483 -1.988 -0.114 0.011
```

Properties
Orbital gap in eV: 9.216
HOMO in eV: -9.285
Spin multiplicity: 1
LUMO in eV: -0.07



iii | Below is a molecular structure, H4NO2PS, with properties calculated with ωB97M-V/def2-TZVPD.

Structure (XYZ):
```
9
Properties=species:S:1:pos:R:3:lowdin_charge:R:1
N 1.250 1.459 0.044 -0.151
O -1.637 0.276 -0.713 -0.309
O 0.129 -0.007 1.724 -0.204
P 0.428 0.164 0.177 0.508
S 0.667 -1.921 -0.620 0.477
H 1.583 1.839 -0.775 -0.037
H -1.537 1.055 -1.144 -0.112
H -0.273 -0.797 2.053 0.063
H -0.610 -2.068 -0.746 -0.236
```

Properties
Orbital gap (spin up / spin down) in eV: 9.486 / 9.486
HOMO (spin up / spin down) in eV: -10.075 / -10.075
Spin multiplicity: 1
LUMO (spin up / spin down) in eV: -0.59 / -0.59



Which structure is the most stable? The one labeled iii.



i | Below is a gas-phase ion, CH2BrN2O3 (charge +1), with properties calculated with ωB97M-V/def2-TZVPD.

Structure (XYZ):
```
9
Properties=species:S:1:pos:R:3:lowdin_charge:R:1
O 3.118 2.196 0.945 0.368
N 2.549 1.537 0.203 -0.210
O 2.306 1.550 -1.077 0.225
C 1.752 0.491 -0.216 -0.471
Br 2.881 -1.197 -0.036 0.802
N 0.038 0.620 0.116 0.036
O -0.224 0.115 1.347 -0.039
H -0.371 0.171 -0.647 0.099
H -0.723 -0.792 1.320 0.191
```

Properties
Orbital gap in eV: 7.844
HOMO in eV: -15.176
Spin multiplicity: 1
Charge: +1
LUMO in eV: -7.33



ii | Below is a gas-phase ion, CH2BrN2O3 (charge +1), with properties calculated with ωB97M-V/def2-TZVPD.

Structure (XYZ):
```
9
Properties=species:S:1:pos:R:3:lowdin_charge:R:1
O -1.775 -0.659 -2.544 0.264
N -1.296 -0.563 -1.515 -0.038
C -0.967 -0.662 -0.372 0.109
N 0.005 -0.069 0.498 -0.142
O 1.099 -0.840 0.869 0.091
O 0.442 1.309 0.144 -0.595
Br 1.259 2.578 1.246 0.893
H -0.381 0.156 1.520 0.254
H 1.614 -1.251 0.154 0.164
```

Properties
Orbital gap in eV: 8.596
HOMO in eV: -15.521
Spin multiplicity: 1
Charge: +1
LUMO in eV: -6.92



Which structure is the most stable? The one labeled i.



i | Below is 5 unconnected molecules or ions with the total composition C2H15N2O4, with properties calculated with ωB97M-V/def2-TZVPD.

Structure (XYZ):
```
23
Properties=species:S:1:pos:R:3:lowdin_charge:R:1
C -1.930 1.179 0.933 -0.024
N 0.683 -0.485 -0.944 0.191
C -0.063 0.000 0.043 -0.140
N -0.940 0.941 -0.121 0.027
H -2.600 1.978 0.674 0.093
H -1.430 1.391 1.878 0.099
H -2.510 0.288 1.157 0.092
H 0.794 -0.038 -1.841 0.094
H 1.417 -1.137 -0.687 0.131
H -0.088 -0.633 0.934 0.130
H -0.833 1.705 -0.793 0.106
H 0.472 3.114 -2.095 0.046
H 0.335 4.095 -0.927 0.073
O 0.160 3.179 -1.178 -0.047
H -0.111 -2.976 2.206 0.044
H -1.183 -2.235 3.044 0.054
O -0.805 -2.290 2.160 -0.065
H 3.183 -4.288 2.056 0.045
H 2.933 -3.163 2.924 0.041
O 2.437 -3.899 2.535 -0.063
H -0.456 0.518 -3.809 0.062
H 0.452 1.451 -4.517 0.065
O 0.084 1.308 -3.633 -0.054
```

Properties
Orbital gap in eV: 11.374
HOMO in eV: -14.191
Spin multiplicity: 1
Charge: +1
LUMO in eV: -2.82



ii | Below is 5 unconnected molecules or ions with the total composition C2H15N2O4, with properties calculated with ωB97M-V/def2-TZVPD.

Structure (XYZ):
```
23
Properties=species:S:1:pos:R:3:lowdin_charge:R:1
C 0.090 0.516 1.568 -0.170
C -0.646 0.402 0.456 -0.096
N -0.265 -0.576 -0.598 0.135
N -0.159 1.533 2.461 0.080
H 0.963 -0.099 1.729 0.117
H -1.478 1.013 0.143 0.109
H 0.433 -1.265 -0.227 0.074
H -1.161 -0.960 -0.872 0.123
H 0.229 -0.172 -1.387 0.154
H -1.084 1.921 2.335 0.103
H 0.045 1.391 3.438 0.108
H 2.718 -1.308 0.292 0.086
H 1.992 -2.408 -0.504 0.055
O 1.961 -1.908 0.330 -0.051
H 1.441 3.079 0.139 0.015
H 0.656 3.991 1.041 0.028
O 1.562 3.762 0.807 -0.057
H -2.128 1.043 -3.153 0.063
H -2.977 -0.037 -2.447 0.059
O -2.189 0.508 -2.355 -0.038
H -0.332 -3.783 -1.705 0.079
H 0.101 -3.464 -0.290 0.069
O 0.228 -3.179 -1.203 -0.045
```

Properties
Orbital gap in eV: 9.454
HOMO in eV: -12.560
Spin multiplicity: 1
Charge: +1
LUMO in eV: -3.11



Which structure is the most stable? The one labeled i.



i | Below is 2 unconnected molecules or ions with the total composition C5H12OS, with properties calculated with ωB97M-V/def2-TZVPD.

Structure (XYZ):
```
19
Properties=species:S:1:pos:R:3:lowdin_charge:R:1
C 0.156 -0.405 1.077 -0.533
C -0.037 -1.703 1.809 -0.108
C -0.442 0.907 1.670 -0.088
C 1.301 1.095 -0.860 -0.174
C -1.521 -0.826 -2.741 0.075
O 1.431 -1.687 -0.757 -0.479
S 0.519 -0.552 -0.506 0.847
H 0.023 -1.521 2.854 0.063
H 0.664 -2.502 1.603 0.067
H -1.042 -2.067 1.456 0.105
H 0.392 1.523 2.046 0.083
H -1.005 0.772 2.610 0.078
H -1.104 1.314 0.911 0.068
H 0.613 1.773 -0.506 0.000
H 2.307 1.201 -0.351 0.093
H 1.471 1.129 -1.888 0.022
H -2.287 -0.551 -2.161 -0.059
H -0.865 -0.244 -3.240 -0.059
H -1.380 -1.862 -2.986 -0.002
```

Properties
Orbital gap (spin up / spin down) in eV: 7.828 / 8.021
HOMO (spin up / spin down) in eV: -7.321 / -8.056
Spin multiplicity: 1
LUMO (spin up / spin down) in eV: 0.51 / -0.03



ii | Below is 2 unconnected molecules or ions with the total composition C5H12OS, with properties calculated with ωB97M-V/def2-TZVPD.

Structure (XYZ):
```
19
Properties=species:S:1:pos:R:3:lowdin_charge:R:1
C 1.487 2.351 0.928 -0.095
C 0.285 1.600 0.360 -0.243
C -1.029 2.053 0.904 -0.299
O -2.020 2.262 0.257 0.045
H 1.420 3.371 0.533 0.077
H 2.441 1.938 0.622 0.070
H 1.400 2.461 2.009 0.071
H 0.260 1.502 -0.724 0.113
H 0.290 0.546 0.705 0.060
H -1.062 2.197 2.002 0.125
C -1.089 -2.486 0.282 -0.451
S 0.563 -1.994 -0.169 0.742
C 0.375 -1.963 -1.967 -0.414
H -1.348 -3.442 -0.182 0.034
H -1.920 -1.803 0.099 0.043
H -1.088 -2.679 1.355 0.029
H 1.364 -1.956 -2.420 0.028
H -0.148 -2.865 -2.285 0.032
H -0.182 -1.093 -2.311 0.033
```

Properties
Orbital gap in eV: 9.505
HOMO in eV: -8.685
Spin multiplicity: 1
LUMO in eV: 0.82



Which structure is the most stable? The one labeled ii.